Here is C4H5KLiO2 as an isolated structure from the OMol25 dataset. Energies are from ωB97M-V with the def2-TZVPD basis set.

Max |F|   5.60 eV Å⁻¹
E_HOMO (alpha / beta)   -0.0996 / -0.2382 hartree
E_LUMO (alpha / beta)   -1.45 / 0.62 eV
Multiplicity   2
E_tot   -24848.61024 eV
Expectation value of S²   0.75

Last column: Löwdin spin population.
Positions of all 13 atoms, in Å:
C 0.49 1.29 1.07  0.01
C 0.38 -0.17 1.04  0.01
C 0.35 -0.49 -0.43  0.01
C -1.00 -0.67 -0.81  0.00
O -1.44 -0.30 -1.99  0.02
O 1.46 1.92 1.52  0.04
Li 3.24 2.01 1.74  0.37
K -3.11 -1.67 -4.19  0.54
H -0.34 1.86 0.62  0.00
H -0.88 -0.44 1.10  0.00
H 1.21 -0.65 1.57  0.00
H 1.13 -1.11 -0.86  0.00
H -1.49 -1.58 -0.39  0.00



Here is C4H5KLiO7 as an isolated structure from the OMol25 dataset. Energies are from ωB97M-V with the def2-TZVPD basis set.

Max |F|   2.36 eV Å⁻¹
E_HOMO   -0.1051 hartree
E_LUMO   0.18 eV
Net charge   -1
E_tot   -35092.83844 eV

Last column: natural (NBO) charge in e.
Positions of all 18 atoms, in Å:
O -3.45 2.54 -0.50  -0.87
C -2.73 1.57 -0.84  0.96
O -3.09 0.72 -1.70  -0.85
O -1.55 1.45 -0.22  -0.54
C -0.75 0.31 -0.51  -0.06
O 1.07 -0.91 0.29  -0.73
C 2.58 -1.39 0.92  0.96
C 0.49 0.34 0.38  -0.06
O 3.45 -0.58 0.35  -1.00
O 2.67 -2.63 0.49  -1.01
K -6.22 2.29 -2.10  0.98
Li 3.18 -1.77 -1.13  0.93
H -0.45 0.31 -1.57  0.16
H -1.31 -0.62 -0.35  0.18
H 1.11 1.20 0.06  0.13
H 0.22 0.53 1.43  0.13
O 2.60 -1.27 2.34  -0.76
H 2.18 -2.08 2.67  0.46